Entry 1:
An isolated ion of composition C2NO4 and charge -1 at a distorted geometry, computed with wB97M-V/def2-TZVPD.

```
7
Properties=species:S:1:pos:R:3:forces:R:3:lowdin_charge:R:1
C -1.33875 -0.33402 0.12214 -2.38 2.56 -3.47 -0.686
C 1.49962 0.22228 -0.16916 1.18 -1.90 -0.83 -0.437
N 2.23731 -0.53883 -0.62822 0.42 0.03 -0.54 0.129
O -2.28627 -0.20162 -0.61574 -0.30 0.32 0.23 0.025
O -0.78540 -1.09931 0.78279 2.33 -2.28 2.82 0.115
O -0.49213 1.17146 -0.05682 -1.80 -0.75 -0.65 -0.097
O 0.76111 0.95390 0.50113 0.54 2.00 2.44 -0.049
```
Positions in Å, forces in eV/Å.

Max |F|, eV/A: 4.93
SMILES: N#COOC(=O)[O-]
Kohn-Sham gap, eV: 9.69
Total charge: -1
Relative energy (zero: lowest compared OMol25 entry of this formula, charge and spin), kJ/mol: 190.4
Molecular weight, g mol⁻¹: 102.0


Entry 2:
An isolated ion of composition C4H9ClN and charge +1 at a distorted geometry, computed with wB97M-V/def2-TZVPD.

```
15
Properties=species:S:1:pos:R:3:forces:R:3:lowdin_charge:R:1
C -1.26297 0.16386 0.97040 2.04 4.99 -1.58 0.214
C -0.44839 -1.61600 -0.23568 4.05 -0.58 -2.27 0.000
C 0.25640 0.68315 -0.77230 3.52 2.40 2.89 -0.054
C 1.88286 1.12324 0.06606 -3.60 -3.36 1.39 -0.402
N -0.54202 -0.21629 0.01246 0.90 1.02 0.83 -0.177
Cl 2.72172 -0.45749 0.27056 -0.14 0.42 0.35 0.556
H -1.23114 1.26486 1.15136 -0.59 -1.11 0.19 0.159
H -1.74312 -0.51064 1.50671 -2.36 -2.74 2.59 0.084
H -0.75901 -2.11933 0.56827 -1.48 -1.90 3.09 0.065
H 0.60625 -2.07010 -0.45447 -1.68 1.62 0.31 0.140
H -1.04427 -1.80838 -1.05091 -1.38 -0.74 -2.00 0.098
H -0.03933 1.73640 -0.89246 -0.89 -0.99 -0.44 0.134
H 0.56951 0.06837 -1.53435 0.76 -0.27 -2.50 0.077
H 2.51505 1.61018 -0.59235 0.55 1.61 -1.28 0.019
H 1.67549 1.57053 1.08991 0.29 -0.38 -1.57 0.088
```
Positions in Å, forces in eV/Å.

Max |F|, eV/A: 5.61
SMILES: C=[N+](C)CCCl
Kohn-Sham gap, eV: 9.23
Total charge: +1
Relative energy (zero: lowest compared OMol25 entry of this formula, charge and spin), kJ/mol: 174.2
Molecular weight, g mol⁻¹: 106.6